# 1
{"formula": "CH2FNa2O", "method": "wB97M-V/def2-TZVPD", "species": ["O", "Na", "Na", "H", "H", "F", "C"], "xyz": [[-1.300007, -0.388617, 0.618866], [0.693969, -0.820412, -0.349801], [-3.017583, -1.451856, -0.819882], [-1.355780, 1.889438, -0.798608], [-2.159410, 1.632435, 0.741287], [0.907234, 1.251955, -0.496300], [-1.531079, 1.134872, -0.015880]], "forces_ev_per_a": [[-0.72, 3.40, -3.53], [-0.15, 1.11, 0.38], [0.81, 0.98, 0.82], [1.25, -1.72, -0.36], [0.37, -0.50, 0.04], [0.52, -0.55, -0.31], [-2.09, -2.72, 2.96]], "gap_ev": [4.357, 6.330], "multiplicity": 2, "lumo_ev": [-1.508, -1.533]}

---

# 2
{"formula": "C34H40Cl5NO2V", "method": "wB97M-V/def2-TZVPD", "species": ["C", "H", "H", "C", "C", "H", "H", "H", "H", "C", "H", "H", "H", "H", "C", "H", "H", "O", "H", "H", "H", "H", "C", "C", "C", "H", "Cl", "H", "H", "C", "H", "C", "C", "C", "H", "C", "Cl", "C", "H", "H", "C", "H", "C", "C", "H", "C", "C", "H", "H", "C", "H", "V", "H", "H", "C", "C", "C", "Cl", "H", "C", "H", "H", "H", "H", "C", "C", "C", "Cl", "Cl", "C", "H", "C", "H", "C", "C", "C", "C", "H", "H", "O", "N", "H", "C"], "xyz": [[0.434159, -5.281823, 2.043802], [-1.069163, 4.497449, -1.698062], [-0.094406, -3.234598, -5.041687], [1.417547, -4.716050, -0.200579], [-0.774630, 3.292880, 1.849088], [-2.426240, -2.543478, -3.100333], [0.403888, -4.751847, -0.613718], [0.066520, -2.915807, -3.315393], [2.352875, -0.853632, 6.447388], [0.237783, -0.780268, 0.900961], [0.717012, -6.313113, 1.828772], [-1.969387, -0.251373, -6.100096], [-0.206710, -0.469082, -6.231381], [-1.297122, -1.805620, -6.564225], [-1.141634, -0.942113, -5.919061], [0.313029, -2.513958, -0.427483], [-1.671977, 4.825679, -4.690650], [0.066817, 2.495604, -0.665841], [2.029083, -4.029153, -0.794318], [0.121508, -2.767449, 5.487970], [-0.595852, -5.132581, 1.714092], [-3.270717, -1.397410, -4.159333], [-1.091524, -1.414853, -4.464925], [-0.117633, -1.704327, 5.580538], [-1.563217, 5.534021, 3.240804], [-1.856543, 3.150016, -5.181889], [-2.066468, 6.909883, 4.077677], [1.842944, -5.711913, -0.317935], [1.035744, -1.993075, -4.487288], [0.974170, -2.943799, 1.532983], [0.698165, 4.468328, -1.918952], [-2.473174, 4.475179, 3.027750], [-0.852348, -0.311628, -3.490361], [0.103367, 4.328229, 2.100405], [3.063086, -0.453704, 4.879990], [-0.262253, 4.547380, -2.432768], [-4.057436, 4.572535, 3.631618], [-2.072034, 3.348399, 2.327972], [0.854172, 4.620336, -4.880976], [-1.134667, -1.544621, 5.212109], [0.595225, -0.309082, 2.303347], [-0.931143, -1.658952, -1.759060], [2.843728, -4.535117, 1.856916], [-2.435542, -2.096631, -4.097498], [2.904479, -4.337330, 2.929946], [-0.417748, 3.503452, -3.543014], [-0.722153, -0.650272, -2.082486], [-2.607333, -2.897901, -4.816708], [-0.300930, 5.534487, -2.891651], [2.319490, -1.079044, 5.380898], [-0.442189, 0.922205, 4.697214], [0.441433, 2.040113, 0.962820], [0.479767, -5.146978, 3.126778], [2.609736, -2.127188, 5.257680], [1.419735, -4.350269, 1.282022], [-1.720374, 3.802446, -4.318039], [-0.392404, 0.328424, -1.205888], [0.900112, 6.696222, 3.053901], [1.315381, -3.187143, 3.683946], [-0.728743, 1.030292, -3.886039], [1.734610, 3.377914, -3.982804], [-0.102621, -1.463404, 6.643789], [3.142024, -5.573008, 1.703530], [1.286827, 1.346758, 4.737468], [-0.479683, 2.078268, -3.027055], [0.532383, 0.655539, 5.115909], [0.058700, -2.445710, -4.304015], [-3.132220, 2.020838, 2.044462], [1.747976, 3.987847, 1.514078], [-0.279744, 1.689643, -1.662960], [-0.851407, 1.256664, -4.933496], [1.054178, -2.451622, 2.931781], [-2.600106, 3.716527, -3.676087], [0.478301, -2.129189, 0.563635], [0.849239, -1.176241, 3.366242], [-0.237278, 5.465066, 2.784030], [0.901422, -0.807430, 4.853255], [3.568461, -3.896599, 1.346504], [0.470464, 0.801389, 6.193690], [0.671249, 0.981567, 2.334758], [-0.107894, 0.267672, 0.180863], [0.701362, 2.926653, -5.351997], [0.796494, 3.600478, -4.497329]], "forces_ev_per_a": [[0.06, 0.06, -0.01], [-0.02, 0.01, -0.04], [0.05, 0.00, 0.04], [-0.06, 0.04, -0.05], [0.37, -0.07, -0.06], [0.02, 0.04, -0.07], [0.08, 0.03, 0.03], [-0.02, 0.07, -0.10], [0.02, -0.01, -0.03], [0.50, -0.21, 0.63], [-0.01, 0.02, 0.03], [0.04, -0.05, 0.01], [-0.04, -0.03, 0.02], [0.00, 0.01, 0.00], [0.00, 0.04, 0.03], [0.07, 0.10, -0.08], [-0.01, -0.02, 0.00], [-0.06, -0.70, -1.71], [-0.03, -0.06, 0.05], [-0.02, 0.08, 0.01], [0.05, -0.02, -0.01], [0.03, -0.01, -0.02], [-0.10, -0.43, 0.01], [0.02, -0.07, -0.05], [-0.20, 0.07, 0.10], [0.03, 0.02, 0.05], [0.00, 0.07, 0.04], [-0.02, 0.01, -0.01], [-0.06, -0.01, -0.01], [0.14, 0.03, 0.64], [-0.02, 0.02, -0.05], [-0.10, 0.29, 0.18], [0.24, -0.31, 1.66], [-0.11, -0.73, -0.31], [-0.05, -0.03, 0.02], [0.02, 0.07, -0.09], [0.03, 0.02, -0.02], [-0.01, -0.60, -0.35], [0.02, -0.05, -0.01], [0.07, 0.01, 0.02], [-0.17, 0.36, -0.76], [0.09, 0.04, -0.11], [0.01, 0.05, -0.02], [0.08, -0.03, -0.12], [0.00, -0.05, -0.08], [0.10, 0.03, -0.03], [-0.37, -0.19, -1.35], [-0.05, 0.00, 0.04], [0.00, 0.01, 0.02], [0.00, -0.05, -0.01], [0.00, -0.04, 0.03], [-1.66, 3.13, 0.29], [0.00, -0.03, -0.06], [-0.03, 0.10, 0.03], [-0.05, -0.21, 0.16], [0.07, -0.01, 0.02], [0.18, 0.10, 0.54], [0.00, 0.00, 0.00], [-0.01, -0.03, -0.11], [0.00, -0.02, 0.06], [-0.06, 0.01, 0.00], [0.00, -0.02, -0.03], [-0.02, 0.04, 0.02], [0.00, -0.01, 0.02], [0.00, 0.20, 0.78], [0.01, 0.03, -0.02], [-0.11, 0.00, -0.08], [0.22, 0.10, -0.03], [0.43, 0.24, -0.04], [0.25, 0.58, 0.19], [0.00, 0.01, -0.04], [0.01, -0.47, -0.27], [0.05, 0.00, -0.01], [-0.39, 0.28, -0.19], [-0.17, 0.03, 0.29], [0.15, 0.29, 0.13], [0.09, 0.00, -0.01], [-0.05, -0.03, 0.00], [0.01, 0.01, -0.01], [0.53, -1.98, 1.35], [0.05, -0.33, -1.14], [-0.01, 0.05, 0.07], [-0.11, 0.06, 0.01]], "gap_ev": [4.461, 4.451], "lumo_ev": [-12.425, -12.434], "total_charge": 3}

---

Which formula does entry 2 have? C34H40Cl5NO2V